Density functional theory data (ωB97M-V/def2-TZVPD) for a 3-piece molecular cluster, C11H24FN3O4S2 overall.

- E: -1794.922209 Eh
- LUMO energy: -0.1 eV
- SMILES string: O=C(S)O[C@@H](F)N=C=S.COC[C@@H](C)N.COC[C@@H](C)N
- Gap between HOMO and LUMO: 9.275 eV
- HOMO energy: -9.335 eV
- Relative energy (zero: lowest compared OMol25 entry of this formula, charge and spin): 0.000 eV

Atoms and positions in Å:
1 O -1.9658 -1.6667 -4.6967
2 C -2.5899 -0.6874 -4.4839
3 S -2.2459 0.9066 -5.2814
4 O -3.7099 -0.6984 -3.6918
5 C -3.6465 0.1460 -2.5813
6 F -4.7169 -0.1736 -1.8197
7 N -2.4316 -0.1017 -1.8362
8 C -1.9855 0.7768 -1.1170
9 S -1.4587 1.8810 -0.1724
10 H -1.1535 1.1490 -4.5431
11 H -3.7243 1.1968 -2.8736
12 C 1.3951 -0.1197 -1.5295
13 O 1.8913 1.1747 -1.2366
14 C 3.2385 1.2025 -0.8009
15 C 4.2845 1.1412 -1.9219
16 C 4.4665 -0.2474 -2.5269
17 N 4.0074 2.0946 -2.9991
18 H 1.8263 -0.8798 -0.8718
19 H 1.5862 -0.3861 -2.5720
20 H 0.3183 -0.1030 -1.3795
21 H 3.3522 2.1603 -0.2861
22 H 3.4118 0.4131 -0.0575
23 H 5.2376 1.4281 -1.4667
24 H 3.6565 -0.4987 -3.2115
25 H 5.3938 -0.2854 -3.0977
26 H 4.5136 -1.0156 -1.7526
27 H 4.0045 3.0388 -2.6248
28 H 3.0526 1.9427 -3.3130
29 C -2.6471 -0.4654 2.1180
30 O -1.6340 0.3399 2.6979
31 C -1.6263 0.3421 4.1137
32 C -0.9262 -0.8620 4.7577
33 C -1.7445 -2.1489 4.7238
34 N 0.3905 -1.1222 4.1700
35 H -3.5586 -0.4724 2.7226
36 H -2.2988 -1.4907 1.9733
37 H -2.8867 -0.0528 1.1424
38 H -1.0733 1.2424 4.3954
39 H -2.6482 0.4566 4.4987
40 H -0.7708 -0.5997 5.8090
41 H -1.7272 -2.6119 3.7374
42 H -1.3300 -2.8714 5.4263
43 H -2.7847 -1.9661 5.0001
44 H 0.9850 -0.3084 4.2960
45 H 0.2729 -1.1977 3.1629